[1]
C40H90CaCuN5O8 as an isolated structure at a distorted geometry, computed with the ωB97M-V functional and the def2-TZVPD basis.

Kohn-Sham gap (eV): 4.94
HOMO level (Ha): -0.4298
Total charge: +2
Lowest unoccupied orbital energy (eV): -6.76
E_tot (eV): -129828.9125

Last column: Löwdin charge in e.
Geometry (Å):
1 Cu 0.319 0.390 -4.483  0.4986
2 Ca 3.467 2.343 -3.128  1.6254
3 C 0.930 0.169 -1.778  -0.2576
4 O 1.658 0.992 -2.638  -0.5340
5 H 1.373 -0.797 -1.497  0.0710
6 H 0.692 0.801 -0.908  0.0828
7 H -0.057 -0.122 -2.179  0.0470
8 C -4.756 -1.721 -0.805  -0.0228
9 C -4.092 -3.115 -0.784  -0.5078
10 C -2.628 -3.000 -1.239  -0.1323
11 C -1.723 -2.263 -0.257  -0.1788
12 C -1.727 -3.008 1.086  -0.1425
13 C -3.167 -3.227 1.653  -0.4994
14 N -3.994 -3.715 0.541  -0.0944
15 O -5.289 -4.059 1.003  -0.0097
16 C -3.032 -4.350 2.670  -0.0321
17 C -3.601 -1.926 2.328  -0.0117
18 C -4.841 -4.023 -1.737  -0.0343
19 H -5.139 -1.367 -1.765  0.0868
20 H -4.003 -0.968 -0.557  0.0431
21 H -5.553 -1.691 -0.063  0.0957
22 H -2.175 -3.972 -1.457  0.1287
23 H -2.606 -2.462 -2.189  0.0808
24 H -2.122 -1.289 0.053  0.0991
25 H -0.734 -2.106 -0.693  0.0883
26 H -1.112 -2.535 1.852  0.0927
27 H -1.252 -3.957 0.814  0.1208
28 H -3.995 -4.649 3.085  0.0852
29 H -2.550 -5.233 2.247  0.0888
30 H -2.397 -4.058 3.509  0.0889
31 H -3.701 -1.132 1.581  0.0607
32 H -4.549 -1.952 2.858  0.0950
33 H -2.727 -1.584 2.886  0.0837
34 H -5.917 -3.837 -1.640  0.0885
35 H -4.737 -5.093 -1.556  0.0919
36 H -4.732 -3.816 -2.804  0.0830
37 H -5.314 -5.022 1.046  0.1110
38 C -0.173 4.962 2.310  -0.0188
39 C -1.377 4.613 1.398  -0.4906
40 C -2.669 4.854 2.183  -0.1253
41 C -3.254 6.264 2.009  -0.1667
42 C -3.281 6.622 0.526  -0.1366
43 C -1.924 6.566 -0.157  -0.5115
44 N -1.370 5.215 0.060  -0.0913
45 O -0.093 5.051 -0.564  -0.0460
46 C -2.042 6.776 -1.663  -0.0377
47 C -0.935 7.658 0.354  -0.0178
48 C -1.268 3.083 1.189  -0.0409
49 H -0.002 4.175 3.040  0.0881
50 H -0.296 5.906 2.842  0.0830
51 H 0.689 5.059 1.645  0.0592
52 H -3.472 4.182 1.865  0.1188
53 H -2.543 4.687 3.253  0.1263
54 H -2.756 7.044 2.586  0.1104
55 H -4.297 6.311 2.328  0.1163
56 H -3.526 7.690 0.475  0.1276
57 H -4.101 6.123 0.009  0.1248
58 H -1.047 6.947 -2.077  0.0775
59 H -2.440 5.866 -2.124  0.0702
60 H -2.684 7.587 -2.004  0.0937
61 H 0.097 7.461 0.062  0.0783
62 H -1.312 8.601 -0.041  0.0905
63 H -0.812 7.770 1.435  0.0736
64 H -0.237 2.748 1.044  0.0541
65 H -2.013 2.711 0.486  0.0471
66 H -1.517 2.524 2.100  0.0936
67 H -0.351 4.356 -1.180  0.0916
68 C 1.878 -2.281 1.135  -0.0518
69 C 2.572 -2.209 2.515  -0.4806
70 C 1.511 -2.751 3.511  -0.1195
71 C 2.215 -3.108 4.816  -0.1774
72 C 3.369 -4.041 4.531  -0.1657
73 C 4.510 -3.515 3.663  -0.5144
74 N 3.797 -3.004 2.484  -0.0848
75 O 4.734 -2.509 1.528  -0.0390
76 C 5.270 -2.443 4.436  -0.0223
77 C 5.386 -4.753 3.380  -0.0233
78 C 2.849 -0.704 2.689  -0.0322
79 H 2.504 -1.780 0.388  0.0569
80 H 0.848 -1.936 1.068  0.0595
81 H 1.803 -3.298 0.733  0.0911
82 H 0.812 -1.936 3.713  0.1192
83 H 0.964 -3.618 3.143  0.1201
84 H 1.583 -3.553 5.587  0.1195
85 H 2.579 -2.206 5.318  0.1082
86 H 3.043 -5.017 4.150  0.1273
87 H 3.680 -4.371 5.532  0.1298
88 H 4.644 -1.669 4.878  0.0725
89 H 5.876 -2.887 5.230  0.0931
90 H 6.016 -1.941 3.812  0.0813
91 H 6.400 -4.530 3.046  0.0833
92 H 5.478 -5.276 4.331  0.0892
93 H 4.889 -5.398 2.655  0.0873
94 H 1.868 -0.280 2.421  0.0813
95 H 3.707 -0.477 2.063  0.0625
96 H 2.835 -0.179 3.651  0.0881
97 H 4.940 -3.291 1.003  0.0800
98 C -0.041 -2.922 -4.357  -0.0464
99 O -0.646 -1.639 -4.435  -0.2643
100 C -2.026 -1.583 -4.671  -0.1961
101 C -2.464 -0.252 -4.073  -0.1846
102 N -1.889 0.845 -4.889  -0.0516
103 C -2.587 2.096 -4.546  -0.1637
104 C -2.700 2.417 -3.056  -0.1868
105 O -3.776 1.662 -2.473  -0.2312
106 C -4.257 2.003 -1.175  -0.0646
107 H 0.983 -2.921 -4.716  0.0969
108 H -0.582 -3.588 -5.045  0.1023
109 H -0.230 -3.407 -3.395  0.0938
110 H -2.536 -2.433 -4.210  0.1195
111 H -2.167 -1.709 -5.756  0.1438
112 H -2.032 -0.217 -3.073  0.1064
113 H -3.555 -0.266 -4.024  0.1390
114 H -2.084 0.493 -5.823  0.1217
115 H -3.545 2.208 -5.051  0.1388
116 H -1.983 2.979 -4.789  0.1187
117 H -3.087 3.432 -2.932  0.1260
118 H -1.781 2.155 -2.516  0.1219
119 H -4.959 2.836 -1.228  0.0966
120 H -3.444 2.211 -0.480  0.0547
121 H -4.798 1.147 -0.780  0.0758
122 C 2.720 3.621 0.325  -0.0435
123 O 3.553 2.897 -0.613  -0.2940
124 C 3.897 1.630 -0.052  -0.2186
125 C 5.016 0.904 -0.856  -0.1545
126 N 4.481 0.415 -2.143  -0.1988
127 C 5.244 -0.670 -2.791  -0.1511
128 C 5.060 -2.062 -2.146  -0.2288
129 O 3.753 -2.539 -2.280  -0.1800
130 C 3.686 -3.889 -1.823  -0.0779
131 H 2.570 4.608 -0.111  0.0950
132 H 3.200 3.678 1.298  0.1108
133 H 1.737 3.145 0.313  0.0713
134 H 3.011 0.981 -0.021  0.1124
135 H 4.234 1.673 0.986  0.1313
136 H 5.327 0.084 -0.204  0.1276
137 H 5.814 1.640 -0.972  0.1308
138 H 3.588 0.006 -1.855  0.0740
139 H 6.277 -0.335 -2.872  0.1313
140 H 4.891 -0.843 -3.813  0.1214
141 H 5.385 -2.130 -1.102  0.1184
142 H 5.751 -2.638 -2.781  0.1354
143 H 3.817 -3.922 -0.731  0.0682
144 H 4.604 -4.423 -2.093  0.0952
145 H 2.798 -4.477 -2.022  0.0963

***

[2]
A 5-piece molecular cluster, C40H92N8O4P overall at a distorted geometry, computed with the ωB97M-V functional and the def2-TZVPD basis.

Kohn-Sham gap (eV): 4.36
HOMO level (Ha): -0.3315
Total charge: +1
Lowest unoccupied orbital energy (eV): -4.66
E_tot (eV): -72354.9693

Last column: Löwdin charge in e.
Geometry (Å):
1 C -1.016 10.167 2.529  -0.1160
2 C -1.126 9.071 1.312  -0.2292
3 C 0.340 8.402 0.987  -0.2185
4 N 0.251 7.009 0.441  -0.0194
5 C 0.084 5.955 1.495  -0.3423
6 P -0.161 6.424 3.315  0.8153
7 N 1.129 7.081 4.023  -0.3123
8 C 1.513 5.153 1.375  -0.1229
9 N 2.798 5.453 2.040  0.1872
10 C 3.470 4.356 2.334  -0.0946
11 O 4.345 3.446 2.318  0.1564
12 N 1.402 4.111 0.539  0.1748
13 C 0.028 4.028 -0.051  -0.1352
14 C -0.493 2.641 -0.700  -0.1101
15 O 0.110 1.538 0.030  -0.2295
16 C 0.821 0.617 -0.844  -0.2369
17 C 1.264 -0.647 0.109  -0.0721
18 C -1.040 4.956 0.787  -0.3195
19 C -1.918 3.995 1.737  -0.1560
20 C -1.070 2.945 2.624  -0.0985
21 O -1.667 5.683 -0.292  -0.1428
22 C -2.959 6.242 0.078  -0.1316
23 C -4.135 5.376 -0.656  -0.3421
24 C -5.241 4.828 0.425  -0.0434
25 O -3.615 4.328 -1.524  -0.0798
26 H -1.314 11.190 2.100  0.0774
27 H 0.033 10.127 2.991  0.0743
28 H -1.794 9.915 3.361  0.0787
29 H -1.499 9.549 0.327  0.1135
30 H -1.902 8.299 1.657  0.0520
31 H 0.763 9.060 0.120  0.1397
32 H 1.090 8.538 1.857  0.0993
33 H 1.135 6.859 -0.080  0.1267
34 H -0.457 5.210 4.055  0.0299
35 H -1.240 7.387 3.487  0.0309
36 H 1.471 6.507 4.809  -0.0253
37 H 2.082 3.411 0.202  0.1892
38 H 0.148 4.691 -1.007  0.1733
39 H -0.215 2.619 -1.833  0.1490
40 H -1.645 2.616 -0.663  0.1366
41 H 0.183 0.187 -1.704  0.1326
42 H 1.805 1.099 -1.238  0.1246
43 H 0.814 -0.474 1.170  0.0914
44 H 0.898 -1.636 -0.347  0.0781
45 H 2.414 -0.636 0.232  0.0742
46 H -2.525 4.694 2.448  0.1136
47 H -2.680 3.424 1.067  0.1207
48 H -1.338 1.885 2.224  0.0977
49 H 0.075 3.132 2.570  0.0760
50 H -1.357 2.934 3.744  0.0877
51 H -3.001 7.302 -0.409  0.1386
52 H -3.119 6.409 1.202  0.1218
53 H -4.732 6.101 -1.350  0.1463
54 H -4.762 4.156 1.222  0.0689
55 H -6.090 4.321 -0.166  0.0954
56 H -5.706 5.792 0.892  0.0801
57 H -3.604 4.709 -2.444  0.1201
58 C -6.247 8.896 0.177  -0.0862
59 C -7.525 8.589 0.950  -0.2773
60 N -8.412 9.737 1.101  -0.1927
61 C -9.485 9.514 2.071  -0.2493
62 C -10.517 8.436 1.750  -0.0899
63 C -8.817 10.409 -0.132  -0.2469
64 C -9.535 9.574 -1.190  -0.0869
65 H -5.704 9.731 0.629  0.0826
66 H -5.586 8.023 0.187  0.0354
67 H -6.450 9.136 -0.869  0.0702
68 H -7.219 8.247 1.946  0.1169
69 H -8.033 7.742 0.472  0.0962
70 H -10.008 10.459 2.255  0.1145
71 H -9.022 9.262 3.033  0.1086
72 H -11.217 8.763 0.980  0.0570
73 H -11.110 8.217 2.643  0.0738
74 H -10.057 7.498 1.429  0.0662
75 H -7.923 10.844 -0.594  0.1010
76 H -9.438 11.278 0.113  0.1179
77 H -9.067 8.600 -1.349  0.0662
78 H -9.517 10.104 -2.149  0.0753
79 H -10.585 9.419 -0.937  0.0565
80 C 2.322 -4.843 -1.228  -0.0994
81 C 3.358 -4.249 -0.280  -0.2705
82 N 3.240 -4.720 1.096  -0.1887
83 C 4.042 -3.945 2.043  -0.2524
84 C 5.560 -3.988 1.888  -0.0893
85 C 3.278 -6.168 1.289  -0.2416
86 C 4.510 -6.918 0.787  -0.0923
87 H 1.306 -4.671 -0.860  0.0718
88 H 2.406 -4.373 -2.212  0.0763
89 H 2.466 -5.917 -1.368  0.0635
90 H 3.211 -3.162 -0.293  0.0984
91 H 4.359 -4.433 -0.690  0.1001
92 H 3.782 -4.244 3.065  0.1130
93 H 3.725 -2.897 1.972  0.0996
94 H 5.974 -4.934 2.240  0.0569
95 H 6.013 -3.199 2.496  0.0714
96 H 5.879 -3.827 0.856  0.0676
97 H 2.396 -6.601 0.800  0.1009
98 H 3.132 -6.399 2.351  0.1177
99 H 4.825 -6.595 -0.207  0.0688
100 H 4.288 -7.989 0.726  0.0713
101 H 5.352 -6.811 1.472  0.0563
102 C -0.816 -4.416 -3.616  -0.0956
103 C -1.588 -5.596 -4.198  -0.2700
104 N -0.822 -6.839 -4.249  -0.1910
105 C -1.462 -7.878 -5.057  -0.2508
106 C -2.803 -8.425 -4.574  -0.0910
107 C -0.246 -7.299 -2.987  -0.2430
108 C -1.203 -7.550 -1.823  -0.0825
109 H 0.122 -4.253 -4.156  0.0782
110 H -1.414 -3.504 -3.701  0.0699
111 H -0.589 -4.559 -2.556  0.0499
112 H -1.871 -5.315 -5.219  0.1185
113 H -2.523 -5.717 -3.637  0.0974
114 H -0.766 -8.714 -5.187  0.1130
115 H -1.606 -7.477 -6.067  0.1091
116 H -2.682 -9.096 -3.722  0.0556
117 H -3.270 -9.009 -5.372  0.0730
118 H -3.503 -7.632 -4.300  0.0669
119 H 0.498 -6.562 -2.660  0.0786
120 H 0.341 -8.208 -3.162  0.1183
121 H -1.945 -6.757 -1.709  0.0682
122 H -0.636 -7.600 -0.886  0.0700
123 H -1.723 -8.503 -1.927  0.0558
124 C 8.873 -12.552 -0.144  -0.0922
125 C 8.518 -11.257 -0.865  -0.2726
126 N 7.442 -10.502 -0.229  -0.1908
127 C 6.920 -9.423 -1.067  -0.2485
128 C 7.865 -8.275 -1.414  -0.0899
129 C 7.638 -10.158 1.177  -0.2476
130 C 8.875 -9.340 1.542  -0.0873
131 H 7.992 -13.188 -0.019  0.0799
132 H 9.611 -13.111 -0.726  0.0734
133 H 9.310 -12.364 0.841  0.0641
134 H 8.200 -11.535 -1.877  0.1182
135 H 9.427 -10.654 -0.979  0.0971
136 H 6.018 -9.008 -0.602  0.0883
137 H 6.568 -9.866 -2.006  0.1109
138 H 8.017 -7.607 -0.565  0.0521
139 H 7.431 -7.672 -2.218  0.0704
140 H 8.839 -8.627 -1.763  0.0677
141 H 7.665 -11.089 1.756  0.1024
142 H 6.748 -9.639 1.553  0.1088
143 H 9.778 -9.697 1.043  0.0687
144 H 9.052 -9.404 2.621  0.0737
145 H 8.742 -8.283 1.308  0.0516